The following is a quantum chemistry calculation of an isolated molecule of C22H29N3O, from the Open Molecules 2025 dataset.

The calculation puts the molar mass at 351.49 g/mol. The orbital gap comes out at 8.64 eV. The LUMO energy is 0.71 eV. The calculation puts the total energy at -29803.35907 eV. The calculation puts the relative energy (zero: lowest compared OMol25 entry of this formula, charge and spin) at 3.91 kJ/mol.

Each line ends with the Mulliken charge.
Atoms and positions in Å:
C: -4.75 -3.06 0.12  -1.479
C: -4.45 -1.57 0.19  0.411
C: -5.05 -0.81 -0.99  -0.611
C: -4.80 0.70 -0.89  -1.061
N: -3.39 1.03 -0.90  -0.059
C: -2.75 1.37 0.26  0.758
O: -3.37 1.63 1.28  -0.703
N: -1.39 1.52 0.19  0.071
C: -0.50 1.01 -0.83  -0.896
C: 0.10 -0.34 -0.37  -0.765
N: 0.74 -0.28 0.93  0.250
C: 2.17 0.01 0.97  0.094
C: 2.97 -1.17 0.46  -0.094
C: 2.40 -2.44 0.36  -0.529
C: 3.16 -3.51 -0.08  -0.798
C: 4.49 -3.34 -0.41  -0.433
C: 5.07 -2.09 -0.28  -0.817
C: 4.32 -1.02 0.15  -0.294
C: 2.58 1.31 0.30  0.240
C: 2.70 2.47 1.05  -0.322
C: 3.02 3.67 0.45  -0.715
C: 3.23 3.73 -0.92  -0.504
C: 3.12 2.58 -1.68  -0.883
C: 2.80 1.37 -1.07  0.066
C: -0.11 0.36 1.91  -0.748
C: -0.68 1.71 1.44  -1.108
H: -4.31 -3.58 0.96  0.397
H: -4.35 -3.49 -0.80  0.333
H: -5.83 -3.23 0.13  0.364
H: -4.85 -1.15 1.12  0.352
H: -3.37 -1.42 0.21  -0.269
H: -6.13 -0.98 -1.02  0.365
H: -4.62 -1.19 -1.93  0.334
H: -5.20 1.09 0.04  0.425
H: -5.29 1.21 -1.73  0.340
H: -2.87 0.69 -1.69  0.228
H: -1.01 0.88 -1.78  0.236
H: 0.30 1.74 -0.97  0.237
H: 0.81 -0.71 -1.11  0.681
H: -0.72 -1.06 -0.29  0.230
H: 2.41 0.10 2.04  0.719
H: 1.37 -2.57 0.63  0.388
H: 2.70 -4.49 -0.16  0.404
H: 5.08 -4.18 -0.75  0.392
H: 6.11 -1.95 -0.52  0.398
H: 4.78 -0.05 0.25  0.446
H: 2.55 2.43 2.12  0.407
H: 3.11 4.57 1.05  0.415
H: 3.48 4.67 -1.39  0.414
H: 3.29 2.61 -2.74  0.388
H: 2.74 0.48 -1.67  0.445
H: 0.45 0.49 2.84  0.511
H: -0.95 -0.31 2.10  0.420
H: -1.40 2.09 2.18  0.493
H: 0.11 2.45 1.29  0.435



The following is a quantum chemistry calculation of a structure of composition C11H25CeClI2N3OP2 in a non-equilibrium geometry, from the Open Molecules 2025 dataset.

The calculation puts the molar mass at 706.67 g/mol. The total charge is +2. The expectation value of S² is 0.823. The orbital gap (spin up / spin down) comes out at 6.71 / 4.65 eV. The LUMO energy (spin up / spin down) is -8.18 / -10.20 eV. The calculation puts the total energy at -78550.60595 eV. Its spin multiplicity is 2. The calculation puts the relative energy (zero: lowest compared OMol25 entry of this formula, charge and spin) at 24.27 kJ/mol.

Each line ends with the Mulliken charge.
Atoms and positions in Å:
I: -0.10 3.48 -0.80  -0.181
I: 3.36 0.18 -2.29  0.066
Ce: 0.84 0.63 -0.75  0.642
P: 2.19 1.95 1.63  0.684
C: 2.67 3.70 1.50  -1.092
C: 0.97 2.00 3.01  -1.054
H: 1.42 2.53 3.87  0.479
H: 3.86 1.75 3.40  0.401
H: 0.69 0.98 3.30  0.273
H: 3.43 0.16 2.67  0.346
H: 1.85 4.27 1.04  0.305
H: 0.07 2.53 2.68  0.296
C: 3.64 1.22 2.47  -1.164
H: 2.91 4.12 2.49  0.387
H: 4.50 1.29 1.79  0.379
H: 3.55 3.77 0.84  0.351
P: 0.78 -2.08 -2.22  0.560
C: 0.47 -1.96 -4.02  -1.100
C: 2.00 -3.44 -2.16  -1.025
H: -0.64 -3.23 -0.63  0.318
H: -0.79 -3.92 -2.29  0.485
H: -1.61 -2.37 -1.85  0.287
C: -0.72 -2.99 -1.70  -1.163
H: 2.18 -3.69 -1.10  0.349
H: 1.61 -4.32 -2.69  0.415
H: 0.14 -2.94 -4.40  0.431
H: 1.40 -1.64 -4.52  0.378
H: 2.94 -3.10 -2.61  0.389
H: -0.30 -1.21 -4.19  0.335
Cl: 1.62 -1.32 0.99  -0.424
C: -3.95 1.25 -1.61  -0.810
N: -3.29 0.65 -0.44  0.145
C: -3.96 0.39 0.73  -0.041
C: -3.28 -0.16 1.78  -1.025
C: -1.88 -0.33 1.66  0.701
N: -1.24 0.09 0.55  0.229
C: -1.97 0.38 -0.55  0.182
O: -1.36 0.45 -1.68  -0.615
N: -1.11 -0.90 2.61  -0.179
H: -5.02 1.36 -1.37  0.321
H: -3.83 0.60 -2.48  0.301
H: -3.52 2.23 -1.82  0.290
H: -5.02 0.62 0.70  0.421
H: -3.78 -0.45 2.70  0.443
H: -1.54 -1.32 3.42  0.270
H: -0.18 -1.22 2.32  0.011



The following is a quantum chemistry calculation of a structure of composition C4H4N3 in a non-equilibrium geometry, from the Open Molecules 2025 dataset.

The calculation puts the molar mass at 94.10 g/mol. The total charge is +1. The orbital gap (spin up / spin down) comes out at 7.32 / 7.32 eV. The LUMO energy (spin up / spin down) is -8.12 / -8.12 eV. The calculation puts the total energy at -8669.03390 eV. The calculation puts the relative energy (zero: lowest compared OMol25 entry of this formula, charge and spin) at 481.50 kJ/mol.

Each line ends with the Mulliken charge.
Atoms and positions in Å:
C: 2.18 -0.56 -0.03  0.553
C: 1.30 1.15 0.05  0.042
C: -1.83 -0.86 0.29  -0.650
C: -1.00 0.04 -0.27  0.176
N: 2.55 0.62 0.17  -0.336
N: 1.14 -1.19 -0.26  -0.357
N: 0.33 0.20 0.00  0.180
H: 0.88 2.14 0.25  0.398
H: -2.88 -0.60 0.05  0.264
H: -1.54 -1.73 0.79  0.343
H: -1.13 0.80 -1.04  0.386